No. 1
Here is 12 unconnected molecules or ions with the total composition C57H69N2O42P3 from the OMol25 dataset. Energies are from the ωB97M-V functional and the def2-TZVPD basis.

XYZ file:
```
173
C57H69N2O42P3 (the ωB97M-V functional and the def2-TZVPD basis)
O -6.28730 2.88791 -1.78590
C -5.33604 3.12850 -2.49643
C -4.30505 2.19175 -2.80802
C -3.48515 2.37581 -3.82577
O -2.56675 1.42661 -4.14386
C -3.38367 3.61441 -4.61466
O -2.79214 3.87073 -5.65231
C -4.17274 4.71358 -4.04672
C -5.04165 4.50439 -3.05041
O -5.80473 5.50790 -2.55003
H -4.36707 1.26818 -2.25163
H -2.00398 1.82085 -4.81427
H -4.07375 5.71914 -4.42809
H -6.41394 5.14253 -1.90431
O -1.67979 -6.21820 -1.92041
C -0.59359 -6.15373 -2.47029
C -0.50203 -5.98817 -3.92796
C 0.56591 -6.14221 -4.71491
O 0.52622 -6.03055 -6.11963
C 1.96390 -6.28849 -4.10418
O 2.96942 -6.52787 -4.75585
C 1.96942 -6.06122 -2.65225
C 0.85931 -5.97213 -1.87240
O 0.94123 -5.88891 -0.48330
H -1.44304 -5.99010 -4.45795
H 1.41481 -5.84611 -6.43265
H 2.95704 -5.93493 -2.23383
H 0.10076 -5.89338 -0.01943
O 0.51736 -2.88880 -8.57696
C -0.32305 -2.92464 -7.68381
C -1.67576 -3.58728 -7.67216
C -2.64757 -3.43619 -6.74509
O -3.72392 -4.17204 -6.73542
C -2.54093 -2.45224 -5.63648
O -3.50590 -2.12292 -4.93491
C -1.12582 -1.93107 -5.53416
C -0.20367 -2.11562 -6.46633
O 1.05618 -1.65116 -6.16191
H -1.87658 -4.34963 -8.41033
H -4.25061 -4.10529 -5.93558
H -0.78176 -1.37834 -4.67247
H 1.51943 -1.71878 -7.00002
O -0.45550 5.28518 -1.53259
C -0.53768 6.05588 -0.56191
C 0.48612 7.11547 -0.33395
C 0.57882 7.84821 0.78405
O 1.48879 8.78011 0.92681
C -0.44495 7.79973 1.82596
O -0.50558 8.60851 2.81053
C -1.52432 6.73954 1.62757
C -1.55579 5.99274 0.48977
O -2.61294 5.15460 0.20857
H 1.23907 7.24371 -1.09750
H 1.39107 9.10886 1.82345
H -2.34572 6.71765 2.32844
H -2.32442 4.38727 -0.29099
O -3.51639 2.48142 1.05596
C -4.70803 2.16783 1.31907
C -5.65646 3.26420 1.59354
C -6.98136 3.05493 1.79194
O -7.85984 4.06780 2.02290
C -7.60039 1.72414 1.85429
O -8.79303 1.52120 2.00981
C -6.67105 0.63107 1.70442
C -5.38393 0.81486 1.45585
O -4.51491 -0.20236 1.29004
H -5.37702 4.30683 1.55814
H -8.71244 3.72836 2.30480
H -7.10076 -0.34632 1.86708
H -3.63717 0.10916 1.05738
O -0.39754 2.98737 1.61612
C -0.12816 3.67069 2.64469
C 1.16315 4.09789 3.17375
C 1.36679 4.71862 4.40448
O 2.62602 5.09694 4.70039
C 0.32327 5.07980 5.33116
O 0.53642 5.63752 6.40658
C -0.99679 4.82344 4.75298
C -1.25679 4.26186 3.53320
O -2.51955 3.92204 3.13751
H 1.96751 4.01578 2.45774
H 2.91344 5.18798 5.61182
H -1.81918 4.99447 5.43182
H -2.50181 3.43219 2.31208
O 4.76358 0.61420 -0.95648
C 3.87742 -0.22388 -1.18538
C 3.69527 -1.50321 -0.48617
C 2.87789 -2.48043 -0.98110
O 2.62802 -3.59503 -0.30069
C 2.15194 -2.40355 -2.31544
O 1.47297 -3.27825 -2.84803
C 2.25134 -1.06361 -2.91765
C 3.02799 -0.06651 -2.43689
O 2.96843 1.19072 -2.99454
H 4.23578 -1.66138 0.43537
H 2.11208 -4.19623 -0.84287
H 1.58658 -0.84081 -3.73914
H 3.44777 1.86469 -2.50710
C 3.16746 1.20288 4.68346
O 3.85947 0.18127 5.37850
P 3.05633 -0.76801 6.47266
O 1.81679 -1.32741 6.02571
O 3.03644 0.16365 7.75739
C 2.64594 -0.27962 9.02049
O 4.18284 -1.83469 6.81915
C 5.42055 -1.46149 7.37573
H 2.09294 1.21873 4.86578
H 3.42956 1.11926 3.62875
H 3.57447 2.18880 4.90797
H 3.45573 -0.29734 9.74990
H 2.17169 -1.26080 9.04185
H 1.82850 0.36094 9.35152
H 6.21969 -2.00134 6.86776
H 5.41483 -1.93072 8.35954
H 5.70987 -0.41212 7.43255
C 0.25493 -0.47281 2.60793
O 0.59234 -0.05258 1.30790
P -0.46941 -0.20529 0.12554
O -1.88241 0.12053 0.50976
O 0.20025 0.70275 -1.07878
C -0.25965 2.00791 -1.16573
O -0.23448 -1.71385 -0.50599
C -1.23207 -2.35089 -1.36943
H -0.70209 -0.99168 2.55327
H 0.24028 0.33827 3.33597
H 0.99899 -1.18446 2.96574
H -1.14310 2.29400 -0.59496
H -0.44173 2.25125 -2.21250
H 0.42199 2.81413 -0.89465
H -2.19291 -1.90020 -1.12094
H -1.39277 -3.38993 -1.08192
H -1.22225 -2.09157 -2.42809
C 5.77397 -5.21557 -0.09611
O 6.06657 -5.14290 1.28288
P 4.83907 -4.92393 2.31462
O 3.51130 -5.54271 1.91090
O 5.39540 -5.42082 3.74049
C 4.59939 -5.39660 4.90132
O 4.73998 -3.24447 2.46879
C 3.68449 -2.64516 3.22480
H 6.15974 -6.08453 -0.62921
H 6.29739 -4.39210 -0.58195
H 4.71133 -5.28433 -0.32881
H 4.60617 -6.39276 5.34371
H 3.55762 -5.07660 4.88078
H 5.14734 -4.70384 5.54002
H 3.22991 -1.77198 2.75681
H 4.00262 -2.42468 4.24376
H 2.77395 -3.22888 3.36011
C 0.44122 3.85283 -4.62486
N 0.16033 3.74216 -6.10315
C 0.41337 4.94212 -6.96191
C -0.27938 2.61072 -6.73064
O -0.69762 1.66991 -6.05916
H 0.40954 2.85524 -4.18677
H 0.02056 4.63643 -3.99470
H 1.47671 4.18705 -4.68924
H 0.45867 5.88296 -6.41339
H 1.30525 4.62753 -7.50383
H -0.27873 5.04854 -7.79724
H -0.40633 2.68278 -7.82192
C -1.31630 -4.32438 4.09842
N -1.25655 -4.64083 2.68984
C -0.88915 -3.59271 1.74953
C -1.31772 -5.93470 2.34994
O -1.20552 -6.32655 1.23622
H -2.14366 -3.61477 4.09242
H -0.52639 -3.74625 4.57791
H -1.45999 -5.10339 4.84714
H -1.69556 -2.86109 1.69930
H 0.02183 -3.05388 2.01007
H -0.81657 -3.87738 0.69986
H -1.32359 -6.65471 3.18286
```

Calculated values
**E_HOMO**: -9.174 eV
**Molar mass**: 1547.1 g/mol
**LUMO energy**: -2.31 eV
**Kohn-Sham gap**: 6.9 eV
**Structure (SMILES)**: O=C1C=C(O)C(=O)C=C1O.O=C1C=C(O)C(=O)C=C1O.O=C1C=C(O)C(=O)C=C1O.O=C1C=C(O)C(=O)C=C1O.O=C1C=C(O)C(=O)C=C1O.O=C1C=C(O)C(=O)C=C1O.O=C1C=C(O)C(=O)C=C1O.COP(=O)(OC)OC.COP(=O)(OC)OC.COP(=O)(OC)OC.CN(C)C=O.CN(C)C=O

***

No. 2
Here is 11 unconnected molecules or ions with the total composition C27H76O11 from the OMol25 dataset. Energies are from the ωB97M-V functional and the def2-TZVPD basis.

XYZ file:
```
114
C27H76O11 (the ωB97M-V functional and the def2-TZVPD basis)
C -2.57938 -2.68391 -4.38733
C -3.49386 -1.54373 -3.96011
C -2.73098 -0.24071 -3.77380
O -4.59138 -1.35575 -4.89114
H -3.18092 -3.52156 -4.74168
H -2.03186 -3.03589 -3.50553
H -1.88155 -2.40133 -5.17583
H -3.97055 -1.76259 -3.00102
H -2.02011 -0.30252 -2.94577
H -3.41934 0.57880 -3.55411
H -2.21609 0.06758 -4.69134
H -4.22390 -1.01613 -5.71972
C -3.66377 3.25857 -0.89962
C -2.24175 3.76752 -0.69396
C -1.44338 3.77166 -1.97936
O -2.31572 5.13717 -0.22425
H -3.70236 2.19922 -1.15036
H -4.15659 3.84624 -1.67497
H -4.22646 3.39772 0.03138
H -1.73116 3.14150 0.04829
H -1.40915 2.76557 -2.41314
H -0.41859 4.12086 -1.83207
H -1.88640 4.43093 -2.73016
H -3.02423 5.08298 0.45912
C 1.36693 -1.03356 0.62005
C 0.45348 -0.38377 -0.40566
C -0.67887 0.37051 0.29331
O 1.18306 0.47308 -1.30042
H 2.18682 -1.54952 0.11430
H 0.79037 -1.75233 1.20903
H 1.77303 -0.29452 1.31172
H -0.02532 -1.16116 -1.00795
H -1.48033 0.60244 -0.41379
H -0.36174 1.29842 0.77223
H -1.12050 -0.30109 1.03862
H 1.58514 1.20508 -0.78975
C -4.08336 4.87759 4.72523
C -3.24413 4.57184 3.48906
C -3.29730 3.11114 3.12166
O -3.77316 5.30017 2.33151
H -3.59704 4.57291 5.65704
H -5.04406 4.36171 4.67229
H -4.28994 5.94817 4.81825
H -2.20949 4.90391 3.64366
H -4.32539 2.83743 2.90552
H -2.93352 2.51727 3.96159
H -2.61911 2.95536 2.28519
H -3.93056 6.20898 2.60767
C 4.02257 -2.62548 3.26799
C 4.76917 -2.14417 2.03215
C 4.98005 -0.63795 2.04324
O 6.05327 -2.84009 2.01099
H 3.78442 -3.68966 3.15320
H 3.07769 -2.09210 3.40590
H 4.62317 -2.55316 4.17466
H 4.21730 -2.41963 1.12520
H 5.73994 -0.36863 1.30224
H 5.29244 -0.23178 3.00676
H 4.07631 -0.10314 1.73182
H 6.31840 -2.97717 1.09483
C 0.80221 -0.68026 -4.75187
C 1.03134 -1.85617 -3.83301
O 2.14534 -1.64908 -2.97086
H 0.70698 0.27998 -4.25330
H -0.11032 -0.80688 -5.34595
H 1.59474 -0.65558 -5.51062
H 1.20137 -2.81539 -4.31241
H 0.11935 -1.96913 -3.22108
H 1.88347 -0.90562 -2.38447
C 3.34272 -5.47875 -0.27177
C 2.76498 -4.41583 -1.16774
O 3.79184 -3.47259 -1.48006
H 3.76965 -5.04955 0.62971
H 4.09886 -6.01909 -0.83734
H 2.55981 -6.17356 0.04208
H 1.93760 -3.87592 -0.68490
H 2.35274 -4.90383 -2.06014
H 3.33867 -2.78098 -2.01017
C 0.45120 -4.83529 1.64833
C -1.06766 -4.71921 1.56590
O -1.53364 -3.45390 2.05529
H 0.76308 -4.71334 2.68561
H 0.91890 -4.01476 1.09249
H 0.79646 -5.75564 1.18104
H -1.49921 -5.52347 2.17385
H -1.41988 -4.83226 0.54230
H -1.49912 -3.47241 3.01533
C 0.37904 4.23414 1.71073
C 1.59718 4.99078 2.18551
O 2.67562 4.06037 2.33717
H 0.15116 3.45113 2.44204
H 0.53093 3.79861 0.72368
H -0.50873 4.86738 1.68986
H 1.36417 5.45582 3.15199
H 1.87065 5.80197 1.50306
H 3.37761 4.50437 2.82572
C -4.51371 -1.34100 0.77070
C -4.06179 -2.41842 -0.18725
O -2.66502 -2.34271 -0.48608
H -4.26781 -0.33712 0.43800
H -4.13199 -1.47453 1.79383
H -5.59547 -1.45746 0.94238
H -4.61842 -2.30339 -1.12177
H -4.26983 -3.43165 0.17319
H -2.22023 -2.74721 0.27356
C 4.75519 1.22032 -1.06263
C 4.37124 2.27127 -0.04738
O 3.01491 2.03872 0.33933
H 4.31699 0.25895 -0.79681
H 5.83522 1.10721 -1.14741
H 4.36230 1.50618 -2.04041
H 4.51668 3.28051 -0.45175
H 4.98405 2.20442 0.86368
H 2.78832 2.69055 1.03789
```

Calculated values
**E_HOMO**: -9.632 eV
**Molar mass**: 576.9 g/mol
**LUMO energy**: 0.36 eV
**Kohn-Sham gap**: 10.0 eV
**Structure (SMILES)**: CC(C)O.CC(C)O.CC(C)O.CC(C)O.CC(C)O.CCO.CCO.CCO.CCO.CCO.CCO

***

No. 3
Here is 2 unconnected molecules or ions with the total composition C3H7NO from the OMol25 dataset. Energies are from the ωB97M-V functional and the def2-TZVPD basis.

XYZ file:
```
12
C3H7NO (the ωB97M-V functional and the def2-TZVPD basis)
C 0.56335 0.07764 0.02554
C 1.75464 -0.75459 -0.05253
C -1.75710 0.62541 -0.02145
N -0.65059 -0.24479 -0.30395
O -0.84697 -1.23549 -1.07510
H 0.97829 1.81041 1.23147
H 2.68444 -0.03944 -0.17036
H 1.49094 -1.55169 -0.81075
H 1.97371 -1.34970 0.94018
H -2.68993 0.05412 0.15590
H -1.44204 1.16709 0.87086
H -2.05872 1.44105 -0.78981
```

Calculated values
**E_HOMO (spin up / spin down)**: -8.685 / -8.634 eV
**Molar mass**: 73.1 g/mol
**LUMO energy (spin up / spin down)**: -0.76 / -0.77 eV
**Kohn-Sham gap (spin up / spin down)**: 7.9 / 7.9 eV

***

No. 4
Here is 11 unconnected molecules or ions with the total composition CH22O17P2 from the OMol25 dataset. Energies are from the ωB97M-V functional and the def2-TZVPD basis.

XYZ file:
```
42
CH22O17P2 (the ωB97M-V functional and the def2-TZVPD basis)
O -5.74842 -2.79875 -30.19107
H -5.07396 -3.52382 -29.91683
H -5.55817 -1.84877 -29.80033
H -5.45994 -2.63093 -31.12361
O -2.46241 -1.91495 -30.97325
H -2.55612 -1.07871 -30.42121
H -2.47959 -2.70909 -30.34352
H -3.23554 -2.06635 -31.58302
O -3.33640 -2.87205 -26.85195
H -4.18057 -3.30628 -26.68523
H -3.48955 -1.87294 -27.09601
H -2.87600 -3.30842 -27.64693
C -5.54031 -2.00884 -33.60478
O -4.70441 -2.39920 -32.60854
H -6.55733 -2.40714 -33.42451
H -5.60682 -0.93558 -33.85969
H -5.27891 -2.52316 -34.55525
P -4.19680 0.16295 -28.72904
O -4.77249 1.59593 -28.59490
O -4.12500 -0.56811 -27.32938
O -2.89648 0.09754 -29.51767
O -5.35356 -0.39144 -29.62044
P -3.76421 -5.54173 -28.65661
O -5.20872 -5.01483 -28.84490
O -2.78658 -4.33885 -28.68195
O -3.47273 -6.44192 -29.88436
O -3.86653 -6.26210 -27.25962
O -2.92233 -4.06641 -33.85474
H -3.77757 -3.62920 -33.74552
H -2.96487 -4.47774 -34.72100
O -2.35826 1.73564 -31.48940
H -2.32848 2.61563 -31.10886
H -2.62932 1.15005 -30.73022
O -0.36956 1.04782 -28.67794
H 0.01816 1.91140 -28.83777
H -1.26424 1.10430 -29.05806
O -1.46603 -5.73537 -31.90860
H -1.69761 -5.01530 -32.50142
H -2.23672 -5.77944 -31.30760
O -0.17141 -5.07654 -28.94547
H -1.13462 -5.18389 -28.78698
H -0.01772 -4.13896 -28.81576
```

Calculated values
**E_HOMO**: 5.062 eV
**Molar mass**: 368.1 g/mol
**LUMO energy**: 8.76 eV
**Kohn-Sham gap**: 3.7 eV
**Net charge**: -4